(1)
{"formula": "C22H36Br6O12", "method": "ωB97M-V/def2-TZVPD", "elements": ["Br", "Br", "Br", "Br", "Br", "Br", "O", "O", "O", "O", "O", "O", "O", "O", "O", "O", "O", "O", "C", "C", "C", "C", "C", "C", "C", "C", "C", "C", "C", "C", "C", "C", "C", "C", "C", "C", "C", "C", "C", "C", "H", "H", "H", "H", "H", "H", "H", "H", "H", "H", "H", "H", "H", "H", "H", "H", "H", "H", "H", "H", "H", "H", "H", "H", "H", "H", "H", "H", "H", "H", "H", "H", "H", "H", "H", "H"], "coordinates": [[-0.4527, 4.2978, -1.9742], [3.6863, -6.1594, -4.1593], [4.7039, -0.2092, 4.4484], [3.6257, 3.9667, 2.5094], [4.5157, -3.8600, -1.5903], [-3.1869, 4.1692, 0.5040], [-1.5786, 1.9015, 6.0957], [-1.4498, 0.7545, 8.0282], [-1.9611, 2.9529, 7.9927], [-1.4036, -0.0720, -3.1286], [0.6790, -2.4293, -1.0392], [-3.6863, -5.0357, -3.0558], [-0.3209, -1.1215, 0.5175], [-0.2430, 1.7134, -3.8990], [-4.0360, -6.4244, -1.2932], [-2.3370, -4.9594, -1.3008], [1.5422, -0.4440, -0.5021], [0.8246, -0.1390, -3.4271], [-2.3432, 3.7970, -2.1916], [4.3887, 2.5517, 3.6508], [-2.5827, -4.2755, -3.4865], [3.7803, 1.1621, 3.4365], [2.7793, -5.9784, -2.4448], [-1.5149, 3.3062, 5.7409], [-1.8768, -3.9063, -2.1508], [-0.3793, 0.4438, -3.4390], [-1.6463, 1.7768, 7.4556], [-2.2409, 3.4328, 4.4145], [3.0746, 0.2044, -4.1257], [-0.4938, 0.3470, 2.3650], [1.1103, 1.9529, -4.2682], [-3.4201, -5.5721, -1.8268], [1.8444, 0.8527, -3.4674], [0.6301, -1.4815, -0.3272], [1.2893, 0.5375, 0.5074], [2.7034, -4.5516, -1.9778], [-0.1557, 0.2706, 0.8937], [-2.0224, 3.9719, 7.0050], [-2.8235, 2.9761, -1.0261], [-2.9843, -3.0295, -4.2397], [2.7144, 1.2014, 3.6464], [-2.0092, 2.6349, 3.7177], [-2.3508, 3.2276, -3.1201], [-2.8866, 4.7208, -2.3564], [1.4510, 2.9173, -3.9068], [5.4511, 2.5126, 3.4365], [-1.8585, -4.8982, -4.0211], [-3.8013, -3.1180, -4.9584], [2.3801, -3.8673, -2.7553], [-1.9633, 4.3927, 3.9696], [0.3350, 0.0839, 3.0208], [4.0078, 0.6100, -3.7367], [2.2199, 1.2358, -2.5157], [4.2119, 2.7995, 4.6946], [1.3613, 1.5232, 0.0504], [-1.3296, 4.7709, 7.2779], [-0.8301, 1.3566, 2.6302], [-2.9952, 4.4606, 6.9385], [-3.7943, 2.6022, -1.3492], [-1.3501, -0.2574, 2.6618], [3.0629, -0.8373, -3.8078], [3.9193, 0.8926, 2.3909], [-2.1335, 2.2169, -0.6885], [-3.3072, -2.2018, -3.6059], [-0.8051, -3.9523, -2.3016], [-0.4336, 3.4530, 5.6242], [2.1353, -4.3551, -1.0771], [-0.7833, 0.8093, 0.1754], [3.0395, 0.3475, -5.2040], [1.8698, 0.5075, 1.4324], [1.2098, 1.7473, -5.3347], [-2.2457, -2.9735, -1.7282], [1.7841, -6.4160, -2.5744], [-2.1040, -2.6668, -4.7762], [-3.3209, 3.4692, 4.5685], [3.1113, -6.6402, -1.6415]], "atomic_forces_ev_per_a": [[-0.2319, 0.1674, 0.1464], [-0.0810, -0.1474, 0.5786], [-0.2452, 0.3549, 0.0676], [0.0542, -0.7140, 0.3801], [-0.2044, -0.0919, 0.1374], [0.1320, -0.4189, -0.1669], [-0.0968, -0.1774, 0.6369], [-0.1952, 0.2893, 0.2330], [-0.2827, 0.6305, 0.6962], [-0.3050, 0.0499, 0.1133], [-0.1146, -0.6998, 0.5870], [-0.4874, -0.7477, 0.2636], [0.0677, -0.5273, 0.2423], [-0.7988, 0.1891, 0.1845], [-0.4308, -0.4002, 0.1438], [0.3777, -0.3818, 0.3774], [-0.0308, -0.3183, 1.3191], [-0.0397, -0.5576, 1.0854], [1.0234, -0.1311, -0.3497], [0.0327, -0.7477, 0.5217], [0.6808, 1.2995, 0.8224], [0.0346, 0.8965, -1.2242], [-1.0774, -0.5257, 0.6477], [0.4520, -1.8632, -0.6942], [-0.9430, -0.6336, -0.8249], [0.5816, 0.4934, -0.4550], [0.1964, -0.7499, -1.2796], [-0.2663, 1.3128, 0.4903], [-0.4322, 0.4220, 0.3709], [-0.7031, 1.1647, 0.2677], [0.8170, -1.1079, 0.8066], [0.5573, 0.9159, -0.5123], [1.2421, 0.2419, -1.5452], [0.6420, 1.4517, -1.7745], [-0.7383, 0.5796, -0.0208], [0.8415, 0.5827, -0.4877], [-0.2930, -0.9014, -0.1313], [0.5184, 1.1308, -0.1939], [-0.7456, 1.1367, -0.2664], [-0.0185, 0.5301, -0.5782], [0.0399, -0.3714, 0.3148], [0.1737, -0.0415, 0.1713], [-0.0211, -0.1929, 0.1432], [-0.0829, -0.0016, 0.2646], [-0.3478, 0.3087, -0.5129], [0.0213, 0.2221, 0.0262], [-0.4706, -0.1436, -0.4068], [0.1983, -0.6258, -0.0900], [-0.2845, -0.1467, -0.0132], [-0.0269, -0.1099, -0.1932], [0.1331, -0.0876, -0.1954], [-0.0704, 0.2456, -0.0801], [-0.9697, -0.3448, 0.5192], [0.1587, 0.5089, -0.1146], [0.2928, 0.0240, 0.0620], [-0.0114, -0.0966, 0.2275], [0.4175, 0.0135, -0.1064], [-0.2964, -0.5997, 0.0156], [0.0576, -0.4124, 0.4535], [0.0749, -0.3171, -0.4146], [0.0395, -0.1223, -0.3996], [-0.0869, -0.1659, 0.0560], [-0.0719, -0.1310, -0.1316], [0.1674, -0.2361, 0.3905], [0.0766, 0.2110, 0.5462], [-0.2109, 0.5366, -0.1335], [-0.1218, -0.3877, 0.0169], [-0.3614, 0.1364, 0.6373], [0.0992, -0.4289, -0.0675], [0.6801, -0.4927, -0.5085], [0.1123, 0.4923, -0.0509], [0.3590, 0.1874, -0.1165], [-0.1575, 0.5838, -0.4848], [-0.0770, 0.0442, -0.0411], [0.0045, -0.1906, 0.0140], [1.0733, 0.1357, -0.4119]], "orbital_gap_ev": 9.818, "smiles": "C[C@H]1COC(=O)O1.C[C@H]1COC(=O)O1.C[C@H]1COC(=O)O1.C[C@H]1COC(=O)O1.BrCCBr.BrCCBr.BrCCBr", "de_lowest_ev": 0.000, "multiplicity": 1, "homo_energy_ev": -9.89, "lumo_energy_ev": -0.073}

---

(2)
{"formula": "C22H36BrF6N4O3Tc", "method": "ωB97M-V/def2-TZVPD", "elements": ["Tc", "Br", "F", "F", "F", "F", "F", "F", "O", "O", "O", "N", "N", "N", "N", "C", "C", "C", "C", "C", "C", "C", "C", "C", "C", "C", "C", "C", "C", "C", "C", "C", "C", "C", "C", "C", "C", "H", "H", "H", "H", "H", "H", "H", "H", "H", "H", "H", "H", "H", "H", "H", "H", "H", "H", "H", "H", "H", "H", "H", "H", "H", "H", "H", "H", "H", "H", "H", "H", "H", "H", "H", "H"], "coordinates": [[0.6489, 2.1325, 0.7500], [-0.6177, -1.1227, 3.1556], [1.7509, 4.0705, -1.5788], [4.7852, 2.2416, 0.4953], [3.9596, 4.1409, -0.1400], [3.1749, 3.5379, -3.1325], [5.3387, 3.0672, -1.4299], [1.4070, 2.3155, -2.8043], [2.3148, 1.7836, -0.1308], [-0.9511, 3.2340, -1.3812], [-0.1399, 0.0383, 0.2788], [-0.9621, 2.6275, 2.1835], [1.2727, 4.0315, 1.3894], [1.9349, 1.5611, 2.4556], [-0.3229, 2.7686, -0.5658], [-3.1110, -5.5449, -1.0247], [2.1694, 2.7410, 3.3298], [-0.7351, -1.0677, 0.2821], [-1.0991, -1.7499, -0.9582], [-1.7703, -3.0150, 1.5146], [0.0734, 4.8360, 1.7767], [3.6708, 0.8980, -1.9094], [-2.9066, -4.9648, 0.3734], [2.3792, 3.0362, -2.2083], [-0.2635, 0.1264, -2.5085], [-1.7829, -3.0085, -0.8507], [3.1397, 2.1423, -1.2073], [-0.8157, -1.2875, -2.3502], [-1.0936, -1.7865, 1.5063], [4.3406, 2.9152, -0.5821], [-2.1496, -3.6535, 0.3400], [0.2341, -2.2999, -2.9218], [-2.1064, -1.4046, -3.2114], [-0.8220, 4.0363, 2.7015], [2.3470, 3.9516, 2.4390], [-2.1198, -5.9699, 1.2351], [-4.2782, -4.6792, 1.0215], [1.1850, -2.2125, -2.3968], [-2.0334, -3.4951, -1.7839], [-1.1198, -6.1473, 0.8370], [-0.4484, 5.1017, 0.8567], [-1.8742, -0.9743, -4.1852], [-4.8605, -3.9647, 0.4380], [-1.0067, 0.8721, -2.2260], [-4.1783, -4.3044, 2.0421], [0.3885, 5.7650, 2.2540], [-0.0254, 0.2890, -3.5590], [-3.6496, -6.4869, -0.9376], [0.3793, -2.0347, -3.9695], [-2.1644, -5.7640, -1.5247], [1.6961, 4.4935, 0.5823], [-2.0389, -5.6579, 2.2774], [4.3122, 0.3419, -1.2280], [-0.9851, 1.9908, 2.9723], [-4.8418, -5.6105, 1.0693], [-0.4151, 3.9897, 3.7075], [-2.4268, -2.4305, -3.3868], [3.0617, 2.6056, 3.9415], [-1.8743, 2.5291, 1.7450], [-2.9294, -0.8373, -2.7769], [1.3248, 2.8330, 4.0087], [2.3651, 4.8800, 3.0103], [2.8426, 0.2658, -2.2212], [-2.6518, -6.9206, 1.2299], [4.2530, 1.1731, -2.7872], [1.6879, 0.7572, 3.0195], [-1.9860, -3.4680, 2.4748], [2.8039, 1.3139, 1.9752], [-1.8000, 4.5086, 2.7760], [0.6374, 0.2860, -1.9249], [-3.7164, -4.8963, -1.6628], [-0.0987, -3.3375, -2.8853], [3.2926, 3.8676, 1.9058]], "atomic_forces_ev_per_a": [[-0.2621, -0.1583, 0.0062], [0.0176, 0.1512, -0.0964], [0.1542, -0.0990, -0.1909], [-0.0640, 0.0811, -0.1179], [0.0599, -0.1502, -0.1258], [-0.1707, -0.0523, 0.1244], [-0.1505, 0.0312, 0.1184], [0.2547, 0.3430, 0.0787], [0.1119, -0.2010, -0.0811], [-0.3051, 0.1210, -0.1621], [-0.1840, -0.1832, 0.5244], [0.0267, 0.0248, -0.0344], [-0.0042, 0.0782, -0.0233], [0.0226, 0.0235, -0.1641], [0.2909, 0.0493, 0.2190], [-0.0041, 0.0098, -0.0416], [0.0363, 0.0020, 0.0141], [0.2173, 0.1697, -0.2188], [-0.0225, 0.0252, -0.0327], [-0.0961, -0.1374, -0.0242], [0.0317, 0.0106, -0.0070], [0.0164, 0.0281, -0.0165], [0.0125, 0.0629, 0.0129], [0.1078, 0.0152, -0.0984], [-0.0535, -0.1807, 0.1179], [-0.0137, -0.0823, -0.0882], [0.0412, 0.1110, 0.1092], [-0.0787, 0.0515, 0.0150], [0.1996, 0.2925, -0.0344], [0.0308, -0.0055, -0.1160], [-0.0260, -0.0648, -0.0374], [0.0233, -0.0098, 0.0372], [0.0436, 0.0111, -0.0165], [-0.0110, -0.0056, -0.0179], [0.0417, -0.0363, -0.0290], [-0.0213, -0.0298, 0.0115], [0.0089, -0.0258, 0.0198], [0.0105, -0.0197, 0.0005], [0.0296, -0.0181, 0.0995], [0.0055, 0.0070, -0.0003], [-0.0091, -0.0098, 0.0032], [-0.0201, -0.0164, -0.0152], [0.0072, 0.0061, -0.0069], [-0.0332, -0.0573, -0.0208], [-0.0114, 0.0015, -0.0012], [-0.0153, 0.0008, -0.0022], [-0.0170, -0.0249, 0.0135], [0.0024, -0.0047, -0.0014], [0.0083, -0.0033, -0.0037], [0.0027, -0.0046, 0.0033], [0.0113, -0.0248, 0.0223], [0.0148, 0.0040, -0.0056], [-0.0163, -0.0019, 0.0090], [-0.0344, -0.0808, 0.1084], [0.0048, -0.0043, 0.0055], [0.0298, 0.0102, 0.0170], [-0.0165, 0.0403, -0.0154], [-0.0080, 0.0123, 0.0064], [-0.0124, 0.0006, -0.0349], [-0.0107, -0.0035, -0.0076], [-0.0245, 0.0297, 0.0227], [-0.0050, -0.0201, 0.0322], [-0.0099, 0.0278, 0.0122], [-0.0053, 0.0037, 0.0092], [0.0144, 0.0018, 0.0003], [-0.0668, -0.1351, 0.0749], [-0.0146, -0.0100, -0.0183], [-0.0185, 0.0235, 0.0084], [0.0047, 0.0010, 0.0110], [-0.0118, -0.0660, -0.0702], [-0.0005, 0.0070, 0.0105], [0.0033, 0.0190, 0.0081], [-0.0699, 0.0376, 0.0914]], "orbital_gap_ev": [8.767, 5.395], "charge": 3, "de_lowest_ev": 0.000, "s2": 3.856, "multiplicity": 4, "homo_energy_ev": [-18.04, -18.48], "lumo_energy_ev": [-9.273, -13.086]}

---

(3)
{"formula": "C22H36ClHgN4O6S2Si", "method": "ωB97M-V/def2-TZVPD", "elements": ["Hg", "Cl", "S", "S", "Si", "O", "O", "O", "O", "O", "O", "N", "N", "N", "N", "C", "C", "C", "C", "C", "C", "C", "C", "C", "C", "C", "C", "C", "C", "C", "C", "C", "C", "C", "C", "C", "C", "H", "H", "H", "H", "H", "H", "H", "H", "H", "H", "H", "H", "H", "H", "H", "H", "H", "H", "H", "H", "H", "H", "H", "H", "H", "H", "H", "H", "H", "H", "H", "H", "H", "H", "H", "H"], "coordinates": [[-1.5374, 0.1511, -0.4549], [-5.5780, 0.1982, -4.6009], [6.2064, 1.6544, 3.4223], [-0.5286, -1.9194, -1.1324], [-0.5248, -3.0989, -4.2512], [6.6065, 1.6635, 2.0309], [-2.0240, 0.7818, -3.0757], [-2.6499, 0.5758, -5.2327], [0.7201, 2.0728, 6.0123], [2.8444, 1.2859, 5.8978], [6.7041, 0.6019, 4.2760], [2.3600, 0.5174, 3.2321], [1.6706, 1.4988, 5.3749], [-3.1230, -2.4813, -1.0482], [0.4659, 0.6844, 2.0815], [-3.4825, 1.5988, 1.4279], [-4.3613, -3.6707, -2.7083], [-4.2505, -3.0308, -1.4885], [-4.0319, 2.9159, 1.9786], [3.7848, 0.3600, 3.4363], [6.7302, 3.1986, 4.1444], [6.2205, 4.4201, 3.3975], [0.2596, 1.1855, 3.3484], [-2.4523, 1.8676, 0.3328], [0.0970, -1.3866, -4.5946], [-2.0280, -2.5521, -1.8198], [0.8151, -4.2408, -3.5908], [1.7147, 0.3085, 2.0330], [-4.1757, -0.0274, -3.4874], [-4.6277, 0.7208, 0.9301], [4.4437, 1.7376, 3.5304], [-2.0354, -3.1279, -3.1100], [2.3781, -0.2903, 0.8396], [1.4216, 1.1015, 4.0816], [-1.0978, -3.8491, -5.8877], [-3.2384, -3.6891, -3.5264], [-2.8241, 0.5079, -4.0080], [-3.2251, 3.5475, 2.3565], [6.4038, 3.1704, 5.1847], [-5.1210, 1.1929, 0.0741], [-2.9148, 2.3909, -0.5099], [1.6545, -0.3082, 0.0274], [-5.3815, 0.5683, 1.7080], [-1.6452, 2.4890, 0.7240], [-0.6833, -0.7532, -5.0294], [-1.4503, -4.8794, -5.7802], [1.2605, -3.8363, -2.6814], [7.8195, 3.1259, 4.1203], [-4.4441, 0.4369, -2.5451], [-2.9823, 1.0749, 2.2495], [-5.1128, -2.9253, -0.8375], [-5.2999, -4.1089, -3.0199], [-4.5503, 3.4683, 1.1874], [6.6664, 5.3243, 3.8135], [3.9746, -0.1793, 4.3576], [-0.6859, 1.5754, 3.6825], [-3.3036, -4.1514, -4.5058], [6.4798, 4.3574, 2.3408], [0.4029, -5.2270, -3.3580], [4.1712, 2.1494, 4.5084], [-4.2668, -0.2594, 0.6061], [0.9403, -1.4331, -5.2937], [-1.8984, -3.2513, -6.3314], [4.1113, 2.3862, 2.7184], [2.7064, -1.3177, 1.0210], [0.4206, -0.8849, -3.6828], [-4.0831, -1.1001, -3.3491], [3.2483, 0.2864, 0.5136], [4.1765, -0.2054, 2.5921], [-0.2610, -3.8580, -6.5927], [-4.7421, 2.7464, 2.7940], [5.1378, 4.5135, 3.4835], [1.6053, -4.3697, -4.3375]], "atomic_forces_ev_per_a": [[0.0149, 0.0059, 0.1003], [0.0223, -0.0090, 0.0049], [0.0318, 0.0379, -0.0103], [-0.0008, 0.0211, -0.0309], [-0.1776, -0.0210, -0.0543], [-0.0067, -0.0013, 0.0077], [-0.0647, -0.1691, 0.0149], [0.0381, -0.0584, 0.0993], [0.0840, -0.0391, -0.0456], [-0.0704, 0.0214, -0.0265], [-0.0114, -0.0381, 0.0067], [-0.0255, -0.0021, -0.0190], [-0.0067, 0.0130, 0.0570], [0.0669, -0.0192, -0.0202], [-0.0191, 0.0243, 0.0116], [0.0070, -0.0168, 0.0083], [0.0257, -0.0133, -0.0261], [0.0347, 0.1035, -0.0641], [-0.0031, 0.0198, 0.0018], [0.0068, 0.0376, 0.0067], [0.0135, 0.0009, 0.0317], [-0.0166, 0.0007, -0.0126], [-0.0313, 0.0066, 0.0035], [-0.0384, 0.0003, -0.0837], [0.0809, 0.1717, -0.0257], [-0.1470, -0.1053, 0.0128], [0.0141, -0.0026, 0.0373], [0.0320, -0.0196, -0.0067], [-0.0135, -0.0518, -0.0065], [0.0088, -0.0275, -0.0286], [-0.0521, -0.0081, -0.0184], [0.0402, 0.0434, 0.0554], [0.0068, -0.0105, 0.0094], [0.0130, 0.0143, 0.0133], [0.0039, -0.0112, -0.0080], [0.0652, -0.1434, 0.0041], [0.0328, 0.2529, -0.1412], [-0.0148, -0.0082, -0.0002], [-0.0013, 0.0008, -0.0176], [0.0050, -0.0047, -0.0038], [-0.0116, 0.0291, 0.0331], [0.0076, -0.0021, 0.0002], [0.0089, -0.0013, 0.0040], [0.0128, 0.0231, -0.0119], [-0.0043, -0.0704, -0.0221], [0.0114, 0.0254, 0.0010], [0.0029, -0.0032, 0.0038], [-0.0034, 0.0055, -0.0010], [0.0062, 0.0562, 0.0433], [0.0001, -0.0040, 0.0054], [-0.0067, -0.0340, 0.0359], [-0.0104, 0.0244, -0.0215], [0.0136, -0.0098, 0.0145], [-0.0034, -0.0055, -0.0063], [0.0073, -0.0158, 0.0165], [0.0320, -0.0154, -0.0091], [-0.0189, 0.0483, 0.0130], [0.0031, 0.0019, 0.0111], [0.0143, 0.0230, -0.0168], [-0.0021, 0.0023, -0.0204], [-0.0073, 0.0244, -0.0006], [-0.0226, -0.0101, 0.0140], [0.0240, -0.0104, 0.0098], [0.0134, -0.0077, 0.0154], [-0.0044, 0.0182, 0.0042], [0.0247, -0.0601, -0.0267], [-0.0106, -0.0405, 0.0540], [-0.0082, 0.0001, -0.0029], [0.0030, -0.0105, -0.0064], [-0.0207, 0.0081, 0.0142], [0.0132, 0.0018, -0.0138], [0.0141, -0.0022, 0.0034], [-0.0256, 0.0152, 0.0260]], "orbital_gap_ev": [4.434, 7.177], "charge": -2, "de_lowest_ev": 0.092, "s2": 0.764, "multiplicity": 2, "homo_energy_ev": [-0.65, -3.40], "lumo_energy_ev": [3.785, 3.781]}